73
Properties=species:S:1:pos:R:3 method="wB97M-V/def2-TZVPD" max_force_ev_per_a=1.1 total_charge=+2 lumo_ev=-6.585 energy_ha=-6797.89505 e_above_lowest_ev=0.000
Ir -0.1540 0.6805 -0.4253
C 2.4948 1.6651 3.9748
S 1.0300 2.6542 3.6232
C 0.5131 2.0616 2.0846
S 1.4043 0.7899 1.2633
N -0.5598 2.6771 1.6348
N -0.9832 2.2345 0.4217
C -2.0766 2.6658 -0.1058
C -2.4857 2.0549 -1.3742
C -3.6360 2.4404 -2.0375
C -3.9183 1.8825 -3.2770
C -3.0240 0.9842 -3.8301
C -1.8981 0.6265 -3.1059
N -1.6436 1.1153 -1.8971
H 2.8654 2.0475 4.9243
H 3.2616 1.8119 3.2179
H 2.2488 0.6114 4.0804
H -2.6351 3.4479 0.3923
H -4.2860 3.1828 -1.5948
H -4.8157 2.1631 -3.8115
H -3.1881 0.5555 -4.8080
H -1.1789 -0.0726 -3.5076
C 4.7651 1.0973 -0.0722
Ge 3.9330 -0.0269 -1.4344
C 3.0979 -1.6274 -0.6813
C 5.2229 -0.4429 -2.8334
C 2.5104 0.9444 -2.4797
Se 1.1444 2.1481 -1.8144
C 2.2321 3.4302 -0.8454
H 5.5790 0.5247 0.3755
H 4.0796 1.3826 0.7238
H 5.1998 1.9954 -0.5111
H 3.8460 -2.2233 -0.1579
H 2.6621 -2.2455 -1.4677
H 2.3139 -1.3746 0.0336
H 5.9975 -1.1045 -2.4463
H 5.7023 0.4698 -3.1872
H 4.7499 -0.9363 -3.6823
H 1.9261 0.2040 -3.0338
H 3.0104 1.5601 -3.2342
H 2.5411 3.0338 0.1158
H 1.6332 4.3301 -0.7333
H 3.0923 3.6314 -1.4799
C -1.2849 0.1920 5.0948
O -1.3117 -0.6862 3.9624
C -2.1434 -0.3807 2.9445
C -2.9002 0.7808 2.8416
C -3.7518 0.9449 1.7592
C -3.8515 -0.0235 0.7695
C -3.0898 -1.1765 0.8561
C -2.2418 -1.3526 1.9389
N -1.5486 -2.5636 2.1923
C -1.1806 -3.5379 1.4090
C -1.0384 -3.5690 -0.0053
C -1.1387 -4.8285 -0.6387
C -0.9573 -4.9574 -1.9908
C -0.6019 -3.8266 -2.7353
C -0.4372 -2.5968 -2.1353
C -0.6519 -2.4303 -0.7594
O -0.4318 -1.3054 -0.1362
H -0.6107 -0.2690 5.8090
H -2.2798 0.2815 5.5316
H -0.9040 1.1721 4.8057
H -2.8468 1.5402 3.6076
H -4.3674 1.8344 1.7093
H -4.5433 0.1012 -0.0526
H -3.1904 -1.9555 0.1130
H -1.3942 -2.7059 3.1868
H -0.9154 -4.4455 1.9433
H -1.3847 -5.6973 -0.0400
H -1.0584 -5.9197 -2.4706
H -0.4247 -3.9249 -3.7990
H -0.0923 -1.7448 -2.7082

84
Properties=species:S:1:pos:R:3 method="wB97M-V/def2-TZVPD" max_force_ev_per_a=1.6 total_charge=+1 lumo_ev="-4.989 / -4.990" energy_ha=-7293.02480 e_above_lowest_ev=1.040
W -0.8422 0.1584 0.7840
Cl -0.0419 0.5933 2.8908
C -0.2322 1.8982 -0.2093
C -0.6541 1.3325 -1.3952
C -1.1149 2.0563 -2.4913
Cl -1.6371 1.2195 -3.8955
C -1.1286 3.4359 -2.3596
Cl -1.6618 4.3983 -3.6593
C -0.7288 4.0532 -1.1425
Cl -0.7361 5.7605 -1.0231
C -0.3531 3.2790 -0.0564
Cl -0.0292 3.9980 1.4733
O -0.6071 -0.0203 -1.3127
N -2.3781 -0.8347 -0.3344
N -1.8954 -1.9306 -0.1180
O -0.7498 -1.8806 0.6219
C -2.1979 -3.1446 -0.8308
C -1.6932 -4.3389 -0.3498
C -1.9682 -5.4931 -1.0645
C -2.7316 -5.4282 -2.2235
C -3.2295 -4.2132 -2.6769
C -2.9671 -3.0468 -1.9772
H -1.1008 -4.3592 0.5542
H -1.5885 -6.4432 -0.7151
H -2.9395 -6.3326 -2.7791
H -3.8188 -4.1706 -3.5823
H -3.3243 -2.0844 -2.3157
F -5.4749 3.6630 -1.8513
C -5.0042 3.6941 -0.6078
C -5.1531 2.6623 0.2176
N -4.6873 2.6980 1.5271
C -4.4236 1.4440 2.1998
C -3.0779 0.9278 1.7695
O -2.6014 -0.1951 2.0754
O -2.3474 1.6451 1.0127
C -3.9523 3.7844 1.9999
O -3.4186 3.7710 3.0845
N -3.8869 4.8552 1.1373
C -4.3246 4.9237 -0.1869
O -4.1437 5.8928 -0.8754
H -5.6574 1.7579 -0.0947
H -5.1870 0.7093 1.9435
H -4.4203 1.5848 3.2796
H -3.3784 5.6594 1.4816
C 2.2095 0.2614 -2.9784
Si 2.1939 -1.1852 -1.8013
C 3.8766 -1.9936 -1.8470
C 0.9429 -2.4768 -2.2960
As 1.7484 -0.3750 0.4366
Si 2.2842 -2.1246 2.0499
C 3.4781 -1.3706 3.2674
C 3.0892 -3.5236 1.1170
C 0.8075 -2.7965 2.9817
Si 3.3014 1.4379 0.7752
C 4.9749 0.7018 0.3854
C 2.9580 2.8255 -0.4204
C 3.2233 2.0730 2.5238
H 2.1754 -0.1518 -3.9913
H 3.1295 0.8419 -2.8998
H 1.3617 0.9318 -2.8691
H 4.1077 -2.1363 -2.9080
H 3.8664 -2.9780 -1.3859
H 4.6875 -1.4091 -1.4168
H 1.3078 -2.9268 -3.2250
H -0.0382 -2.0487 -2.4901
H 0.8462 -3.2801 -1.5638
H 4.3589 -0.9243 2.8065
H 3.8211 -2.1634 3.9387
H 2.9838 -0.6147 3.8805
H 4.0854 -3.2637 0.7614
H 2.4871 -3.8585 0.2711
H 3.1948 -4.3693 1.8028
H -0.0266 -2.1126 3.0966
H 1.1588 -3.0559 3.9841
H 0.4452 -3.7094 2.5076
H 5.1576 0.6970 -0.6904
H 5.1319 -0.3074 0.7659
H 5.7307 1.3504 0.8383
H 2.6303 2.5076 -1.4080
H 3.9052 3.3618 -0.5397
H 2.2307 3.5299 -0.0217
H 3.8227 1.4733 3.2084
H 2.2070 2.1348 2.9089
H 3.6324 3.0877 2.5207

114
Properties=species:S:1:pos:R:3 method="wB97M-V/def2-TZVPD" max_force_ev_per_a=2.6 total_charge=+1 lumo_ev=-2.723 energy_ha=-118308.03325
C 4.4821 3.1046 0.4774
C 4.0691 2.5854 -0.9504
C 2.6868 3.2505 -1.2402
C 1.9435 2.5583 -2.4289
C 1.4556 3.5877 -3.5032
C 0.8536 1.5380 -2.0209
C 1.3952 0.5986 -0.9473
N 0.4568 -0.5259 -0.8141
C -0.9105 -0.1297 -0.5565
I -2.1523 -1.8838 -0.9870
C -1.4527 0.9861 -1.4549
F -2.5814 1.4722 -0.9060
N -0.4871 2.1389 -1.7023
C -0.4998 3.1057 -0.6174
Cl -0.1876 2.6526 1.0505
C -0.7822 4.3624 -0.8192
C -1.1358 4.9773 -2.1508
Cl -0.7721 5.4814 0.5205
H 3.6269 3.0977 1.1632
H 4.7653 4.1548 0.3399
H 5.2833 2.5186 0.9459
H 4.8226 2.9120 -1.6564
H 3.9969 1.4993 -0.8680
H 2.9079 4.2763 -1.5544
H 2.1439 3.2045 -0.2964
H 2.7103 1.9707 -2.9501
H 2.1932 3.6302 -4.3105
H 0.5109 3.2985 -3.9782
H 1.4457 4.5795 -3.0543
H 0.6952 0.9048 -2.9071
H 2.3114 0.1792 -1.3691
H 1.6861 1.0787 -0.0075
H 0.7804 -1.1404 -0.0802
H -1.0528 0.0924 0.5049
H -1.7180 0.5822 -2.4375
H -0.8234 2.5414 -2.5764
H -1.5372 4.2830 -2.8896
H -0.3047 5.5759 -2.5281
H -1.9329 5.7044 -1.9524
C -5.4428 -0.3900 0.9086
Br -6.3233 -0.9316 -0.7228
Br -6.5837 0.6794 2.0321
Br -4.7429 -1.8991 1.8832
H -4.6008 0.2260 0.6232
C -2.6474 2.1084 4.2778
Br -0.7934 2.2982 4.7847
Br -2.8277 1.7390 2.3953
Br -3.5603 0.7928 5.3495
H -3.1288 3.0600 4.4609
C 6.2819 1.3856 -4.4449
Br 5.8354 -0.1128 -5.5704
Br 5.1152 2.8928 -4.7656
Br 6.3303 0.8937 -2.5824
H 7.2817 1.6988 -4.7150
C -6.5825 4.1587 4.2709
Br -5.3174 4.3765 5.7134
Br -5.6988 3.9291 2.5686
Br -7.8379 2.7379 4.6307
H -7.1514 5.0758 4.2092
C 6.7457 0.1683 3.2216
Br 6.6582 0.4015 1.3060
Br 5.3559 -1.0069 3.8607
Br 8.4932 -0.4086 3.7901
H 6.5717 1.1374 3.6659
C -3.4548 -2.6766 7.6015
Br -4.3341 -3.2053 5.9677
Br -4.5755 -1.5290 8.6732
Br -2.8241 -4.2006 8.5998
H -2.5861 -2.0987 7.3210
C 7.0551 2.5637 -8.1826
Br 6.6196 4.4208 -8.4692
Br 7.3149 1.6220 -9.8437
Br 8.5717 2.3598 -7.0025
H 6.2058 2.1106 -7.6900
C -2.5343 -5.6281 1.5027
Br -1.2155 -6.6963 2.4280
Br -2.9279 -6.3206 -0.2495
Br -4.1337 -5.4478 2.5709
H -2.1178 -4.6399 1.3581
C -7.3097 7.3677 0.1200
Br -6.0419 7.5848 1.5576
Br -6.4270 7.1517 -1.5830
Br -8.5478 5.9312 0.4713
H -7.8869 8.2789 0.0648
C -3.2503 -10.6488 -1.5480
Br -4.0490 -9.2128 -2.5634
Br -2.1812 -11.8046 -2.6611
Br -2.2501 -9.9818 -0.0403
H -4.0589 -11.2463 -1.1537
C -7.3035 -4.4471 -2.7644
Br -5.8455 -4.8847 -1.5800
Br -6.8391 -3.0071 -3.9646
Br -7.9380 -5.9977 -3.7178
H -8.1191 -4.0959 -2.1492
C 3.2747 -5.3265 0.7968
Br 4.2373 -4.0177 -0.2476
Br 4.4616 -6.3662 1.8974
Br 1.8464 -4.5362 1.8379
H 2.8128 -6.0101 0.0989
C -11.1222 0.0593 4.5988
Br -9.8545 0.2736 6.0392
Br -10.2357 -0.1704 2.9013
Br -12.3722 -1.3640 4.9548
H -11.6915 0.9752 4.5387
C 11.1924 2.1413 -3.4871
Br 10.6932 3.9175 -2.9264
Br 9.8647 0.8339 -2.9810
Br 11.5789 2.0699 -5.3755
H 12.1039 1.8877 -2.9657
C 7.2631 -9.2185 3.5888
Br 7.1963 -7.3779 4.1658
Br 5.6053 -10.1371 3.9455
Br 7.7778 -9.3636 1.7356
H 8.0301 -9.7070 4.1716

71
Properties=species:S:1:pos:R:3 method="wB97M-V/def2-TZVPD" max_force_ev_per_a=0.4 total_charge=-2 lumo_ev=3.596 energy_ha=-8711.23845 e_above_lowest_ev=1.290
Rb -0.4002 -1.0856 1.7676
Se -0.6955 -0.9014 5.4889
Se -2.5105 -2.3714 5.5578
Te -1.6909 -3.9560 3.7252
Se -3.7096 -4.9759 2.6887
C -3.3758 0.2554 -1.2049
C -2.0601 0.9581 -1.5601
C -2.2671 2.4690 -1.6987
C -1.4786 0.3288 -2.8154
C -2.1229 0.5120 -4.0325
C -1.6893 -0.1298 -5.1844
C -0.6332 -1.0211 -5.0952
C 0.0471 -1.2316 -3.8975
C 1.0862 -2.3479 -3.8390
C 0.4189 -3.6999 -4.1154
C 2.2481 -2.1145 -4.8066
C -0.3330 -0.4910 -2.7513
N 0.3753 -0.5845 -1.5418
C 1.6450 -0.3587 -1.6060
C 2.6334 -0.4666 -0.5890
C 4.0005 -0.2261 -0.8376
C 4.6566 -0.4610 0.3664
C 3.6437 -0.8271 1.2911
N 2.4343 -0.8304 0.7208
C 3.8293 -1.1511 2.7609
C 3.1579 -2.4833 3.1113
C 5.3176 -1.2553 3.0991
C 3.2108 -0.0392 3.6207
H -3.8747 0.7424 -0.3619
H -3.2031 -0.7913 -0.9475
H -4.0615 0.2769 -2.0568
H -1.3458 0.7926 -0.7561
H -3.0757 2.6987 -2.3998
H -1.3556 2.9534 -2.0568
H -2.5253 2.9068 -0.7297
H -2.9835 1.1707 -4.0821
H -2.1903 0.0383 -6.1310
H -0.3356 -1.5792 -5.9782
H 1.4913 -2.3884 -2.8336
H -0.0148 -3.7269 -5.1199
H -0.3815 -3.8862 -3.3973
H 1.1473 -4.5122 -4.0345
H 1.8992 -2.0922 -5.8444
H 2.9889 -2.9137 -4.7143
H 2.7464 -1.1652 -4.5962
H 2.0610 -0.0154 -2.5642
H 4.4334 0.0626 -1.7877
H 5.7178 -0.3783 0.5539
H 3.6108 -3.3035 2.5472
H 2.0977 -2.4565 2.8799
H 3.2586 -2.6910 4.1796
H 5.8042 -2.0202 2.4873
H 5.4387 -1.5265 4.1518
H 5.8295 -0.3031 2.9310
H 2.1447 0.0623 3.4201
H 3.6919 0.9206 3.4070
H 3.3290 -0.2629 4.6852
C -4.6659 5.2931 2.7802
C -3.7369 4.1117 2.8583
C -3.9006 3.0106 2.0312
C -3.0231 1.9411 2.1467
N -2.0118 1.9065 3.0073
C -1.8709 2.9497 3.8148
C -2.6990 4.0633 3.7762
H -5.0789 5.3983 1.7766
H -4.1510 6.2183 3.0431
H -5.5015 5.1689 3.4725
H -4.7016 2.9818 1.3015
H -3.1454 1.0624 1.5205
H -1.0636 2.8796 4.5369
H -2.5310 4.8880 4.4600

75
Properties=species:S:1:pos:R:3 method="wB97M-V/def2-TZVPD" max_force_ev_per_a=2.1 multiplicity=3 total_charge=+2 lumo_ev="-5.648 / -5.978" energy_ha=-7829.67663
Ti 0.7703 -0.3815 -0.6126
C 1.8809 -3.9067 0.0498
C 2.0959 -2.5841 -0.6262
C 2.9080 -1.6030 -0.0123
C 3.3013 -0.4524 -0.6972
C 4.3453 0.4592 -0.1149
C 2.7432 -0.2019 -1.9581
C 1.9103 -1.1516 -2.5912
C 1.4364 -0.9332 -3.9999
C 1.6232 -2.3380 -1.9114
H 2.8296 -4.4454 0.0989
H 1.1716 -4.5308 -0.4980
H 1.5271 -3.7537 1.0700
H 3.3242 -1.8057 0.9632
H 5.3295 0.0379 -0.3236
H 4.2589 0.5471 0.9709
H 4.3145 1.4524 -0.5567
H 3.0500 0.6738 -2.5093
H 2.1943 -1.2856 -4.7016
H 1.2652 0.1228 -4.2001
H 0.5183 -1.4843 -4.2034
H 1.0398 -3.0971 -2.4113
Br -4.7067 -3.4945 -2.8083
C -3.2316 -2.6270 -2.1000
C -2.4790 -3.2335 -1.1147
C -1.3915 -2.5577 -0.6243
N -1.0120 -1.3259 -1.0567
C -1.7664 -0.7605 -2.0126
C -2.8764 -1.3791 -2.5533
C -1.3078 0.5818 -2.4233
C -2.0538 1.4247 -3.2259
C -1.5556 2.6733 -3.5216
Br -2.5200 3.8389 -4.5899
C -0.3296 3.0577 -3.0142
C 0.3369 2.1776 -2.2007
N -0.1354 0.9447 -1.8794
H -2.7333 -4.2174 -0.7372
H -0.7760 -2.9816 0.1530
H -3.4545 -0.8978 -3.3306
H -3.0157 1.1141 -3.6160
H 0.0947 4.0307 -3.2394
H 1.2830 2.4442 -1.7583
S 0.3493 -1.4158 2.1753
C -0.9649 -2.0770 3.0463
N -1.8835 -1.3760 3.7086
C -2.8165 -2.2029 4.5048
C -2.3617 -3.6375 4.1406
N -1.2425 -3.3756 3.2075
H -1.7810 -0.3839 3.8107
H -3.8461 -2.0174 4.2185
H -2.7072 -1.9933 5.5638
H -3.1500 -4.2046 3.6571
H -2.0182 -4.1914 5.0081
H -0.5790 -4.0715 2.9228
C -1.8062 1.4365 0.6759
N -0.8609 2.5398 0.8318
C -1.4372 3.8738 0.6276
C 0.4533 2.3477 1.0558
N 1.0316 1.2361 0.6368
N 1.1330 3.3620 1.6633
C 0.5743 4.0433 2.8412
C 2.5778 3.4772 1.5228
H -2.6577 1.5976 1.3382
H -1.3485 0.4945 0.9388
H -2.1860 1.3980 -0.3460
H -2.0927 3.8238 -0.2432
H -0.6544 4.6010 0.4312
H -2.0300 4.2047 1.4806
H 1.9299 1.1579 1.0932
H -0.4292 3.6857 3.0437
H 0.5423 5.1229 2.7015
H 1.1900 3.8261 3.7135
H 3.1173 2.8918 2.2764
H 2.8615 4.5201 1.6481
H 2.8858 3.1551 0.5331

77
Properties=species:S:1:pos:R:3 method="wB97M-V/def2-TZVPD" max_force_ev_per_a=3.1 multiplicity=2 total_charge=0 lumo_ev="-0.090 / -0.088" energy_ha=-4571.58882 e_above_lowest_ev=1.385
Ce -0.2701 0.5477 0.1755
S -2.6959 0.6759 1.8590
C -3.6642 1.6605 0.7924
C -4.3087 2.9065 1.3049
C -5.0335 3.6944 0.4645
C -5.1736 3.3055 -0.9025
C -4.6504 2.1088 -1.3425
C -3.8411 1.3085 -0.5346
S -2.9218 -0.0523 -1.1824
C -2.6780 0.3872 -2.9080
C -1.2821 -0.0776 -3.3050
C -1.1969 -1.1415 -4.2207
C 0.0718 -1.5470 -4.6442
C 1.1799 -0.8080 -4.2243
C 1.0011 0.1904 -3.2404
C 2.2179 0.9099 -2.8024
S 2.0192 1.9860 -1.3574
C 3.2861 1.3573 -0.2711
C 4.5422 0.8685 -0.6419
C 5.4084 0.3783 0.3701
C 5.0071 0.3985 1.7275
C 3.7922 0.8851 2.0786
C 2.9596 1.4868 1.1137
S 1.5859 2.3047 1.7624
N -0.1763 0.4673 -2.7402
H -4.1968 3.0339 2.3949
H -5.4335 4.6551 0.8015
H -5.7462 3.9636 -1.5270
H -4.8788 1.8044 -2.3216
H -2.5912 1.4907 -3.0305
H -3.5067 -0.0647 -3.4695
H -2.0371 -1.7627 -4.5423
H 0.1470 -2.4137 -5.3233
H 2.2065 -1.0655 -4.5860
H 2.4243 1.6432 -3.5549
H 3.0568 0.2192 -2.7148
H 4.9484 0.8923 -1.7030
H 6.4425 0.0563 0.1343
H 5.7479 0.0998 2.4897
H 3.4646 0.9293 3.1145
N -0.7503 6.9079 -0.5796
C -0.5079 5.6840 0.1014
C -1.2117 4.4713 -0.5511
N -0.9726 3.1868 0.2064
H -0.2291 7.6733 -0.0570
H -1.7412 7.1406 -0.5887
H -0.6861 5.7160 1.2033
H 0.5704 5.4573 0.0778
H -0.8403 4.3242 -1.6139
H -2.2848 4.6595 -0.5836
H -1.6710 3.0824 0.9921
H -0.0913 3.3087 0.7471
C -2.3311 -3.6358 2.3154
C -1.3770 -3.9032 1.1909
C -1.4356 -5.3611 0.7202
O -0.0075 -3.6353 1.6724
P 0.8953 -2.3471 1.5357
S 1.1904 -1.9312 -0.3728
S 0.1066 -0.7357 2.4542
O 2.1332 -2.5743 2.4663
C 3.0866 -3.7800 2.4984
C 3.0739 -4.4892 1.1848
C 2.6083 -4.5123 3.7502
H -3.4131 -3.7324 2.0999
H -2.0811 -2.6014 2.6333
H -2.0379 -4.2435 3.2062
H -1.5895 -3.1531 0.3707
H -0.9179 -6.0412 1.4497
H -0.9635 -5.5938 -0.2158
H -2.5031 -5.7295 0.7259
H 4.0904 -3.2793 2.6976
H 2.0496 -4.7277 0.7835
H 3.5753 -5.4207 1.2899
H 3.5704 -3.8921 0.3895
H 1.5545 -4.7993 3.6668
H 2.7118 -3.7652 4.5562
H 3.2003 -5.4104 4.0837